C4H6N2O2 | ωB97M-V/def2-TZVPD

Relative energy (zero: lowest compared OMol25 entry of this formula, charge and spin) (eV): 7.8051
Gap between HOMO and LUMO (eV): 8.7
Max |F| (hartree/bohr): 0.167
Net charge: 0
Total energy (Ha): -415.75379

Element x y z (Å)
C (-0.73430, 0.07315, 1.39222)
C (0.29316, -0.44221, 0.38566)
C (-0.25353, -1.32562, -0.76420)
C (1.49807, 0.58098, -1.34492)
H (-2.59456, 0.47235, 1.74355)
H (-2.46574, -0.16850, -0.25579)
H (1.30172, -0.39153, 1.04040)
H (0.23978, -2.39385, -0.99275)
H (-1.32172, -1.47811, -0.91258)
H (1.92848, 1.23297, -0.30470)
N (-1.89839, 0.51304, 1.10158)
N (0.23253, -0.03658, -0.93858)
O (-0.39361, 0.19754, 2.70569)
O (1.61270, 0.56167, -2.63965)

These are the Mulliken partial charges, in e, on atoms 1 to 4:
1 C 0.38
2 C -0.05
3 C -0.39
4 C 0.19